{
  "formula": "C28H39O6P",
  "method": "ωB97M-V/def2-TZVPD",
  "symbols": ["C", "C", "C", "C", "C", "C", "C", "C", "C", "C", "P", "C", "C", "C", "O", "C", "C", "C", "C", "C", "C", "C", "C", "C", "O", "H", "H", "H", "H", "H", "H", "H", "H", "H", "H", "H", "H", "H", "H", "H", "H", "H", "H", "H", "H", "H", "H", "H", "H", "H", "H", "H", "H", "H", "H", "H", "H", "H", "H", "H", "H", "H", "C", "C", "C", "O", "C", "C", "C", "O", "O", "O", "H", "H"],
  "positions_angstrom": [[-5.7958, -4.2137, 2.1215], [-4.5039, -3.3410, 2.4800], [-3.1405, -4.1879, 2.2244], [-2.0520, -3.1441, 1.6887], [-0.7608, -3.8772, 1.0921], [0.1031, -2.8049, 0.2156], [1.5370, -2.7095, 0.9098], [2.4826, -1.5359, 0.3653], [1.7244, -0.3077, -0.2869], [1.5244, 0.9088, 0.4355], [2.0519, 1.2100, 2.2134], [0.9630, 2.6493, 2.8747], [1.4532, -0.2778, 3.2763], [0.7924, 2.1194, -0.3282], [1.2260, 3.2775, -0.1858], [-0.4269, 1.6959, -1.2573], [-1.7016, 2.6266, -1.3530], [-1.3067, 4.1681, -1.7026], [-2.5264, 2.7045, 0.0445], [-3.9826, 3.3259, -0.2755], [-0.2544, 0.4742, -1.9685], [-1.3743, -0.0995, -2.9310], [-1.5944, -1.6879, -2.6697], [1.1322, -0.3206, -1.7786], [1.6934, -0.9023, -2.7330], [-5.6611, -4.8477, 1.1897], [-6.0836, -4.8140, 3.0423], [-6.6464, -3.4661, 1.9115], [-4.4958, -2.9167, 3.5364], [-4.4568, -2.4599, 1.7437], [-3.2924, -4.9854, 1.4086], [-2.7514, -4.6662, 3.1792], [-1.7217, -2.3820, 2.4802], [-2.5080, -2.5353, 0.8274], [-0.9776, -4.8385, 0.5271], [-0.1188, -4.1839, 1.9998], [-0.4736, -1.8287, 0.1715], [0.2256, -3.2951, -0.8156], [1.4834, -2.6815, 2.0537], [2.0780, -3.6982, 0.6649], [3.2419, -1.9029, -0.4110], [3.1135, -1.1793, 1.2543], [-0.0885, 2.4610, 2.4355], [1.3190, 3.6207, 2.4114], [0.8995, 2.6507, 4.0066], [0.9733, 0.1116, 4.2439], [2.2902, -1.0172, 3.4925], [0.5831, -0.7545, 2.6891], [-2.4632, 2.3267, -2.1393], [-0.8828, 4.6799, -0.7642], [-2.1741, 4.7582, -2.1324], [-0.4142, 4.0935, -2.4207], [-1.9899, 3.3254, 0.8317], [-2.7272, 1.6475, 0.4505], [-3.9937, 3.9738, -1.2182], [-4.6698, 2.4350, -0.5175], [-4.3558, 3.9178, 0.6255], [-2.3990, 0.3712, -2.8102], [-1.0881, 0.0501, -4.0364], [-2.2378, -2.1704, -3.4745], [-2.2177, -1.7426, -1.7011], [-0.6239, -2.2429, -2.4862], [4.4502, 1.7371, -1.8594], [5.3403, 1.4996, -0.8524], [6.6824, 2.2188, -1.0347], [7.5943, 2.1938, -0.2021], [6.9010, 2.9775, -2.2746], [6.0151, 3.2044, -3.2893], [4.6366, 2.5731, -3.0555], [3.6746, 2.7205, -3.8133], [6.2039, 3.8574, -4.3552], [5.1754, 0.7810, 0.1754], [3.4679, 1.2779, -1.8108], [7.9007, 3.3942, -2.3496]],
  "atomic_forces_ev_per_a": [[-0.30, 1.41, 0.76], [0.67, -0.80, -1.16], [0.02, 1.51, -0.16], [0.23, -0.79, -0.86], [0.47, 1.03, 0.94], [0.18, -1.94, 0.95], [0.54, -0.34, -0.91], [0.34, 0.49, -0.35], [-0.66, 2.36, 1.45], [-1.40, -1.83, -1.88], [1.14, 0.39, 0.48], [-1.47, -0.59, -1.34], [-1.70, 0.09, -0.46], [1.34, 0.63, 0.39], [-1.87, -3.04, -0.33], [0.47, -1.95, -1.10], [-0.06, 1.45, 1.10], [1.37, -0.88, 0.20], [-0.70, -0.49, -0.82], [0.23, -0.63, -0.09], [-0.59, 2.21, 1.26], [0.60, -1.20, -0.64], [-0.66, 0.83, 0.89], [1.07, -0.72, -0.92], [-2.16, 1.52, 3.08], [-0.01, 0.70, 1.32], [0.24, 0.38, -1.39], [1.04, -1.28, 0.33], [-0.28, -0.62, -1.35], [-0.14, -1.20, 1.17], [0.13, 1.14, 1.31], [-0.59, 0.38, -1.19], [-0.52, -1.15, -0.99], [0.45, -0.86, 1.22], [-0.08, 1.31, 0.54], [-0.87, 0.29, -1.39], [0.94, -1.08, -0.08], [-0.12, 1.23, 1.33], [-0.26, 0.16, -1.68], [-0.83, 1.34, 0.43], [-1.18, 0.42, 1.05], [-0.80, -0.12, -1.53], [1.25, 0.52, 0.95], [-0.24, -1.22, 0.83], [0.33, 0.02, -1.44], [0.96, -0.47, -1.27], [-1.16, 1.06, -0.37], [1.36, 0.27, 1.00], [1.24, -0.12, 0.87], [-0.78, -0.74, -1.42], [1.12, -0.80, 0.46], [-1.48, 0.49, 0.77], [-0.48, -0.84, -1.11], [0.56, 1.51, -0.43], [0.17, -0.69, 1.50], [0.76, 1.45, 0.56], [0.23, -0.83, -1.34], [1.49, -0.25, 0.12], [-0.15, -0.16, 1.70], [1.04, 0.63, 0.83], [0.99, -0.15, -1.30], [-1.26, 0.71, -0.56], [-0.82, 0.54, -1.47], [0.83, -0.28, 1.08], [0.88, 1.29, -1.58], [-0.25, -0.48, 0.57], [0.82, -0.60, 1.55], [-0.83, 0.37, -1.24], [-0.83, -1.22, 1.51], [0.20, 0.40, -0.55], [0.08, -0.19, 0.40], [-0.23, -0.02, -0.24], [-0.04, -0.03, 0.04], [0.03, 0.09, -0.04]],
  "lowdin_charge": [-0.146, -0.260, -0.217, -0.237, -0.208, -0.196, -0.210, -0.140, -0.126, -0.234, 0.945, -0.318, -0.321, -0.268, 0.055, -0.040, -0.289, -0.077, -0.216, -0.133, -0.049, -0.172, -0.111, -0.236, 0.071, 0.069, 0.066, 0.069, 0.106, 0.097, 0.108, 0.107, 0.123, 0.096, 0.103, 0.103, 0.096, 0.110, 0.080, 0.117, 0.133, 0.097, 0.026, 0.035, 0.031, 0.032, 0.037, 0.028, 0.115, 0.084, 0.062, 0.101, 0.099, 0.108, 0.061, 0.072, 0.069, 0.091, 0.124, 0.069, 0.067, 0.050, -0.028, -0.449, -0.384, -0.049, -0.042, -0.467, -0.372, -0.036, -0.113, -0.110, 0.065, 0.079],
  "charge": -2,
  "e_lumo_ev": 3.400,
  "gap_ev": 3.032,
  "homo_energy_ev": 0.37
}

***

{
  "formula": "C26H42BrNOP2Pd",
  "method": "ωB97M-V/def2-TZVPD",
  "symbols": ["C", "C", "C", "C", "N", "C", "C", "C", "C", "C", "C", "C", "C", "C", "Pd", "P", "H", "H", "H", "H", "H", "H", "H", "H", "C", "C", "H", "H", "H", "H", "H", "C", "C", "H", "H", "H", "H", "H", "C", "C", "H", "H", "H", "H", "H", "Br", "P", "C", "C", "H", "H", "H", "H", "H", "C", "C", "H", "H", "H", "H", "H", "C", "C", "H", "H", "H", "H", "H", "C", "O", "H", "H", "H", "H"],
  "positions_angstrom": [[-2.7896, -6.4134, -2.1455], [-3.6579, -5.6272, -2.9177], [-4.6314, -6.2328, -3.7214], [-4.6423, -7.6354, -3.7803], [-3.7727, -8.3637, -3.0753], [-2.8730, -7.8030, -2.2704], [-3.4708, -4.1938, -2.9430], [-2.6584, -3.2857, -2.4237], [-1.3511, -3.0716, -1.8394], [-1.2362, -2.4369, -0.5839], [-0.0163, -1.8806, -0.2237], [1.0629, -1.8503, -1.1212], [0.9842, -2.6081, -2.3032], [-0.1741, -3.3293, -2.5817], [-4.0597, -2.4911, -3.5526], [-2.9874, 0.4017, 0.2275], [-5.3281, -5.6531, -4.3343], [-2.0337, -5.9471, -1.5252], [-5.3634, -8.1800, -4.4015], [-2.1912, -8.4408, -1.7076], [-0.2159, -4.0563, -3.4061], [-2.1097, -2.4096, 0.0740], [1.8255, -2.6338, -2.9766], [0.0768, -1.3806, 0.7236], [-2.3572, 2.1311, 0.3136], [-3.2928, 3.2019, 0.8624], [-2.0600, 2.3855, -0.7175], [-1.4230, 2.0664, 0.8960], [-2.7534, 4.1557, 0.9063], [-4.1667, 3.3509, 0.2173], [-3.6425, 2.9826, 1.8768], [-4.8309, 0.5223, 0.1541], [-5.5049, -0.8463, 0.2608], [-5.0882, 0.9720, -0.8167], [-5.1761, 1.2079, 0.9417], [-6.5657, -0.7446, -0.0031], [-5.0560, -1.5734, -0.4349], [-5.4517, -1.2554, 1.2789], [-2.7048, -0.1721, 1.9567], [-3.5077, 0.5004, 3.0585], [-1.6253, -0.0295, 2.1264], [-2.8921, -1.2564, 1.9495], [-3.3774, -0.0706, 3.9840], [-3.1609, 1.5178, 3.2616], [-4.5809, 0.5257, 2.8510], [2.5658, -0.8506, -0.7835], [-2.7134, -0.3346, -4.6090], [-3.8185, 0.1535, -3.1622], [-4.2269, 1.6202, -3.2348], [-3.2364, -0.1022, -2.2597], [-4.7503, -0.4628, -3.2041], [-4.8562, 1.8615, -2.3755], [-3.3701, 2.2991, -3.2460], [-4.8161, 1.7826, -4.1437], [-1.2371, 0.4595, -3.8415], [-0.2090, 1.0618, -4.7978], [-0.7827, -0.3344, -3.2321], [-1.5653, 1.2490, -3.1533], [0.6874, 1.3398, -4.2280], [0.1080, 0.3621, -5.5761], [-0.5794, 1.9708, -5.2876], [-1.7644, -1.8432, -5.2081], [-2.5779, -2.7114, -6.1618], [-1.4697, -2.3977, -4.3110], [-0.8700, -1.4495, -5.7090], [-3.1268, -3.5057, -5.6201], [-3.2892, -2.0966, -6.7103], [-1.8964, -3.1911, -6.8708], [1.4591, 0.7478, 2.5274], [0.4550, 0.6198, 1.5179], [1.0233, 1.4034, 3.2839], [2.4006, 1.1780, 2.1610], [1.6806, -0.2257, 2.9780], [0.8801, 0.4882, 0.6476]],
  "atomic_forces_ev_per_a": [[-0.60, -0.34, -0.84], [-0.33, -0.28, -0.45], [0.60, -0.60, 0.23], [-0.75, -1.38, -0.56], [-0.07, 3.93, 0.21], [0.63, -1.13, 0.64], [2.32, 0.42, 1.77], [0.61, -3.06, 0.06], [-1.43, 0.29, 0.03], [0.87, 0.66, 0.33], [-1.44, -0.13, 0.54], [0.11, -0.01, -0.36], [-0.78, -1.05, -0.51], [1.04, 0.13, -0.54], [-2.01, 1.78, -0.40], [-1.56, 2.28, 3.30], [0.18, -0.44, 0.24], [-0.04, -0.39, 0.09], [0.18, 0.15, 0.15], [-0.13, -0.10, -0.13], [0.11, 0.63, 0.17], [0.41, 0.09, -0.16], [0.19, -0.22, -0.05], [0.05, 0.06, 0.37], [1.19, -0.22, -1.15], [-0.77, 0.11, 0.15], [0.05, 0.24, 0.27], [-0.23, -0.13, -0.21], [0.03, -0.26, -0.10], [0.17, 0.02, 0.16], [0.08, 0.05, -0.30], [0.02, -0.57, -1.29], [-0.23, -0.17, 0.10], [-0.02, -0.03, 0.54], [0.42, -0.06, -0.17], [0.26, -0.09, 0.14], [-0.13, 0.11, 0.17], [0.01, 0.08, -0.30], [1.16, -1.47, -0.63], [-0.56, 0.54, 0.21], [-0.29, -0.14, -0.08], [0.01, 0.16, 0.21], [0.09, -0.02, -0.22], [-0.06, -0.23, -0.08], [0.16, 0.00, 0.12], [-0.10, -0.24, -0.02], [2.57, 1.30, 1.04], [-0.93, -1.63, -0.22], [-0.09, 0.19, -0.71], [-0.19, 0.01, -0.44], [0.06, 0.38, 0.42], [0.09, 0.01, -0.26], [-0.13, -0.10, -0.01], [0.06, 0.19, 0.22], [0.03, 0.95, -0.34], [0.42, 0.12, -0.14], [-0.11, -0.12, -0.07], [0.00, -0.26, -0.13], [-0.21, -0.03, -0.19], [0.01, 0.14, 0.08], [0.01, -0.27, 0.14], [-0.88, -0.66, -0.45], [0.09, -0.29, 0.01], [0.11, 0.43, -0.33], [-0.32, 0.33, 0.22], [0.17, 0.28, -0.32], [0.01, -0.23, -0.28], [-0.28, -0.02, 0.01], [0.37, 0.07, 0.70], [-0.07, -0.23, -1.37], [0.31, -0.09, -0.01], [-0.39, 0.03, -0.03], [-0.06, 0.12, -0.04], [-0.10, 0.40, 0.86]],
  "lowdin_charge": [0.060, -0.186, 0.058, 0.029, 0.327, 0.021, -0.140, -0.119, -0.205, 0.001, -0.053, -0.621, -0.046, 0.010, 0.728, 1.160, 0.149, 0.139, 0.176, 0.171, 0.155, 0.115, 0.132, 0.098, -0.352, -0.092, 0.076, 0.080, 0.111, 0.086, 0.074, -0.359, -0.120, 0.052, 0.105, 0.101, 0.049, 0.088, -0.365, -0.084, 0.067, 0.083, 0.112, 0.085, 0.079, 1.117, 1.219, -0.429, -0.094, 0.019, 0.072, 0.076, 0.089, 0.108, -0.378, -0.099, 0.079, 0.068, 0.096, 0.073, 0.100, -0.353, -0.127, 0.027, 0.100, 0.054, 0.082, 0.106, -0.102, -0.221, 0.097, 0.096, 0.091, 0.000],
  "multiplicity": 5,
  "charge": 4,
  "e_lumo_ev": [-12.168, -15.193],
  "gap_ev": [7.687, 4.659],
  "e_above_lowest_ev": 0.100,
  "homo_energy_ev": [-19.85, -19.85],
  "s_squared": 6.060
}

***

The lowest charge belongs to which entry? C28H39O6P

***

Which formula does entry 2 have? C26H42BrNOP2Pd

***

Number 2 is which compound? C26H42BrNOP2Pd

***

Which value of charge does entry 2 give? +4